# C70H54N3O12P

A cluster of 5 separate species, C70H54N3O12P in total at a distorted geometry (ωB97M-V/def2-TZVPD, the OMol25 dataset).

Calculated values
Total charge = 0
M = 1160.2 g/mol
E_HOMO = -8.67 eV
Energy = -4107.9911 hartree
Structure (SMILES) = C#CC[C@]1(OC[C@@H](C)C(C)C)NC(=O)[C@H](OC#N)[C@H]1P(N)O.O=C1c2ccccc2C(=O)c2ccccc21.O=C1c2ccccc2C(=O)c2ccccc21.O=C1c2ccccc2C(=O)c2ccccc21.O=C1c2ccccc2C(=O)c2ccccc21
ΔE to the lowest compared entry with this formula, charge and spin = 7.826 eV
Kohn-Sham gap = 7.4774 eV

The geometry in XYZ format:
```
140
Properties=species:S:1:pos:R:3:forces:R:3:mulliken_charge:R:1
C 4.550 -2.067 0.272 -3.221 -7.401 -5.729 -0.472
C 4.115 -3.193 -0.490 2.044 8.342 4.411 -0.344
C 3.308 -4.154 -1.555 1.665 0.691 0.492 -0.163
C 1.677 -4.152 -1.383 -0.429 -0.037 0.361 0.761
O 1.318 -5.455 -0.804 0.402 1.112 -2.445 -0.017
C 1.335 -6.538 -1.798 -0.196 -1.460 -1.078 -0.638
C 1.915 -7.906 -1.104 -1.037 0.345 0.869 -0.109
C 1.470 -7.845 0.503 0.312 -0.668 -0.535 -1.049
C 1.294 -9.304 -1.692 1.136 -0.058 -0.590 0.690
C 2.474 -10.464 -1.443 -0.058 0.906 0.774 -1.124
C 0.947 -9.295 -3.293 0.201 -1.415 0.030 -1.167
N 1.066 -3.864 -2.769 1.137 2.671 -0.304 -0.264
C 0.894 -2.373 -2.962 1.512 0.655 -3.170 -0.056
O 1.227 -1.691 -4.060 -2.042 -4.687 6.726 -0.629
C 0.205 -1.932 -1.541 -0.270 -2.180 -1.465 -0.157
O 0.181 -0.504 -1.182 4.762 0.236 -1.419 -0.306
C 1.549 0.080 -1.361 6.686 0.224 3.418 0.429
N 2.799 0.389 -1.128 -11.160 -2.577 -2.344 -0.508
C 0.938 -2.999 -0.483 0.294 3.640 0.112 -0.629
P -0.476 -3.480 0.720 -1.946 -1.489 0.555 0.123
N 0.188 -3.504 2.412 0.280 2.613 -1.516 -0.689
O -1.667 -2.170 0.790 1.216 -0.889 -0.864 -0.538
H 4.934 -1.062 0.785 -0.939 -3.035 -1.354 0.347
H 3.787 -5.242 -1.466 -1.425 2.324 0.006 0.188
H 3.535 -3.796 -2.658 -0.166 -0.363 2.438 0.350
H 2.017 -6.325 -2.742 -1.250 -0.054 1.952 0.292
H 0.235 -6.693 -2.231 2.288 0.300 1.094 0.143
H 3.095 -7.920 -1.224 -2.456 0.063 0.347 0.180
H 0.355 -7.465 0.627 2.447 -0.621 -0.383 0.252
H 2.230 -7.142 1.048 -1.706 -1.459 -0.732 0.268
H 1.483 -8.963 0.914 0.216 2.528 -0.684 0.325
H 0.321 -9.565 -1.091 1.976 0.480 -1.095 0.322
H 3.150 -10.626 -2.394 -1.581 0.288 1.794 0.436
H 1.966 -11.456 -1.088 1.233 1.792 -0.720 0.112
H 3.207 -10.029 -0.607 -1.661 -1.319 -1.589 0.298
H 1.364 -8.380 -3.892 -1.062 -1.604 1.236 0.228
H 1.485 -10.257 -3.753 -1.266 2.134 0.825 0.394
H -0.204 -9.486 -3.421 2.240 0.795 -0.073 0.232
H 1.609 -4.257 -3.580 -0.785 0.539 1.192 0.388
H -0.927 -2.269 -1.710 2.354 1.131 0.505 0.596
H 1.570 -2.259 0.171 -0.172 -1.681 -1.524 0.540
H 1.220 -3.298 2.369 -1.160 -0.325 0.084 0.320
H -0.210 -2.648 2.904 0.463 -1.321 -0.624 0.306
H -2.408 -2.337 0.133 1.449 -0.072 1.246 0.342
C 2.093 6.573 -8.924 -0.058 -0.311 0.182 -0.473
C 1.766 7.504 -7.938 -0.076 -0.220 0.296 -0.495
C 1.388 7.070 -6.666 0.088 0.134 -0.293 -0.428
C 1.327 5.700 -6.382 0.091 0.464 -0.413 0.036
C 1.631 4.769 -7.375 0.141 0.498 -0.432 0.090
C 2.026 5.207 -8.645 -0.004 0.305 -0.039 -0.500
C 1.521 3.322 -7.101 0.311 -1.039 -0.986 0.520
O 1.791 2.504 -7.971 -0.154 0.517 0.485 -0.682
C 1.073 2.875 -5.767 -0.151 -0.551 0.354 0.288
C 0.909 1.508 -5.512 -0.084 -0.017 0.298 -1.225
C 0.498 1.076 -4.249 -0.189 0.332 -0.190 -0.401
C 0.260 2.006 -3.237 0.072 0.519 -0.324 -0.818
C 0.417 3.369 -3.490 -0.027 -0.282 0.050 -0.138
C 0.815 3.805 -4.760 -0.135 -0.339 0.422 0.563
C 0.944 5.251 -5.028 -0.224 0.677 0.854 0.692
O 0.730 6.069 -4.141 0.184 -0.342 -0.778 -0.657
H 2.396 6.911 -9.912 -0.056 -0.083 0.182 0.387
H 1.806 8.568 -8.158 -0.005 -0.197 0.063 0.397
H 1.139 7.802 -5.900 0.046 -0.316 -0.073 0.450
H 2.278 4.486 -9.421 -0.114 0.039 0.311 0.453
H 1.096 0.775 -6.295 0.013 0.299 0.108 0.485
H 0.367 0.014 -4.054 0.050 0.577 -0.184 0.379
H -0.052 1.669 -2.250 -0.066 0.202 -0.242 0.891
H 0.225 4.089 -2.696 0.092 -0.257 -0.373 0.098
C 0.491 7.017 -0.342 -0.362 0.029 0.321 -1.315
C -0.036 6.172 -1.317 -0.168 -0.105 0.306 0.255
C -1.340 5.689 -1.192 0.294 0.167 0.055 -0.454
C -2.115 6.044 -0.081 0.466 -0.012 -0.326 -0.066
C -1.579 6.870 0.906 0.479 0.081 -0.236 0.066
C -0.276 7.368 0.769 0.168 -0.040 -0.225 -0.387
C -2.370 7.211 2.106 0.638 0.700 0.750 0.803
O -1.901 7.939 2.972 -0.332 -0.399 -0.383 -0.706
C -3.730 6.655 2.252 -0.574 -0.082 0.386 0.163
C -4.469 6.923 3.411 -0.328 -0.116 0.037 -0.514
C -5.761 6.412 3.551 0.357 0.103 -0.144 -0.538
C -6.321 5.642 2.532 0.279 -0.007 -0.246 -0.457
C -5.585 5.369 1.378 -0.145 0.065 0.279 -0.570
C -4.283 5.868 1.242 -0.596 -0.059 0.356 0.193
C -3.499 5.544 0.034 -0.467 -0.824 -1.167 0.746
O -3.989 4.864 -0.860 0.248 0.397 0.580 -0.690
H 1.504 7.401 -0.444 -0.194 -0.066 0.038 0.442
H 0.567 5.889 -2.177 -0.258 0.270 0.369 0.185
H -1.747 5.034 -1.960 -0.085 0.167 0.243 0.635
H 0.144 8.024 1.529 -0.197 -0.186 -0.075 0.604
H -4.040 7.526 4.210 0.047 -0.122 -0.298 0.465
H -6.331 6.617 4.455 0.126 -0.024 -0.166 0.397
H -7.330 5.250 2.638 0.194 0.067 -0.036 0.391
H -6.027 4.763 0.589 0.279 0.164 0.103 0.453
C 4.272 14.075 5.677 -0.361 -0.004 -0.078 -0.446
C 4.685 12.793 5.316 -0.328 -0.154 -0.142 -0.485
C 3.768 11.891 4.773 0.248 0.205 0.130 -0.460
C 2.431 12.269 4.600 0.596 0.166 0.228 0.127
C 2.013 13.543 4.983 0.621 0.135 0.174 0.106
C 2.938 14.452 5.512 0.304 -0.102 0.045 -0.552
C 0.595 13.935 4.851 -0.509 1.289 0.367 0.634
O 0.228 15.055 5.184 0.239 -0.608 -0.174 -0.683
C -0.374 12.956 4.321 -0.608 -0.111 -0.106 0.387
C -1.732 13.295 4.245 -0.217 -0.190 -0.106 -0.642
C -2.654 12.380 3.732 0.379 0.160 0.110 -0.564
C -2.223 11.131 3.287 0.325 0.037 0.053 -0.404
C -0.872 10.788 3.367 -0.144 0.081 -0.048 -0.284
C 0.052 11.700 3.894 -0.637 -0.144 -0.187 -0.003
C 1.473 11.315 4.007 0.354 -1.370 -0.492 0.457
O 1.852 10.215 3.620 -0.179 0.660 0.217 -0.695
H 4.988 14.781 6.092 -0.150 -0.119 -0.076 0.389
H 5.721 12.494 5.457 -0.196 0.041 -0.041 0.385
H 4.099 10.893 4.489 -0.255 0.218 0.000 0.443
H 2.622 15.453 5.800 -0.099 -0.295 -0.111 0.450
H -2.076 14.270 4.587 0.269 -0.196 -0.058 0.453
H -3.708 12.643 3.679 0.202 -0.022 0.014 0.388
H -2.940 10.420 2.881 0.196 0.081 0.095 0.371
H -0.544 9.809 3.021 -0.024 0.321 0.207 0.623
C -2.268 -10.998 5.289 0.110 -0.127 -0.321 -0.539
C -3.059 -12.034 5.785 0.040 -0.265 -0.280 -0.435
C -3.215 -13.209 5.048 0.020 0.264 0.195 -0.572
C -2.586 -13.344 3.804 -0.129 0.365 0.492 0.321
C -1.815 -12.299 3.297 -0.101 0.343 0.516 0.106
C -1.646 -11.128 4.046 -0.148 0.027 0.268 -0.476
C -1.189 -12.411 1.964 0.768 1.065 -0.465 0.484
O -0.509 -11.495 1.519 -0.344 -0.475 0.198 -0.682
C -1.401 -13.639 1.171 0.081 -0.338 -0.576 0.062
C -0.861 -13.735 -0.118 -0.049 -0.301 -0.189 -0.353
C -1.046 -14.898 -0.869 0.005 0.284 0.296 -0.620
C -1.761 -15.968 -0.333 -0.100 0.134 0.342 -0.401
C -2.305 -15.873 0.949 0.119 -0.009 -0.297 -0.693
C -2.133 -14.702 1.699 0.111 -0.356 -0.552 0.387
C -2.742 -14.597 3.039 -0.813 -1.167 0.618 0.559
O -3.374 -15.536 3.509 0.407 0.599 -0.316 -0.685
H -2.139 -10.086 5.868 -0.011 -0.166 -0.129 0.399
H -3.554 -11.928 6.748 0.094 -0.042 -0.182 0.387
H -3.830 -14.015 5.444 0.208 0.098 -0.244 0.450
H -1.034 -10.313 3.663 -0.130 -0.288 -0.059 0.510
H -0.299 -12.905 -0.543 -0.156 -0.116 0.265 0.526
H -0.630 -14.968 -1.872 -0.067 0.032 0.197 0.412
H -1.899 -16.877 -0.914 0.016 0.169 0.128 0.383
H -2.866 -16.711 1.359 0.105 0.317 0.049 0.456
```
Forces are in eV/Å.